Record 1
7
Properties=species:S:1:pos:R:3:mulliken_spin:R:1 method="wB97M-V/def2-TZVPD" de_lowest_kj_mol=411.9 charge=+2 spin_multiplicity=3 orbital_gap_ha="0.362 / 0.235" mol_weight_da=195.95 e_lumo_ev="-11.8 / -15.1" e_tot_ev=-15188.8532 homo_ev="-21.68 / -21.54"
C -2.025 -0.204 1.966 0.742
C -1.155 -1.155 0.241 -0.157
N -2.131 -1.111 1.176 -0.085
N -0.348 -0.041 0.331 0.183
O -0.661 0.868 1.090 0.533
I -0.809 -2.811 -0.984 0.778
H 0.657 0.174 -0.171 0.005

=====

Record 2
8
Properties=species:S:1:pos:R:3:nbo_charge:R:1 method="wB97M-V/def2-TZVPD" de_lowest_kj_mol=738.1 orbital_gap_ha="0.153 / 0.153" mol_weight_da=211.95 e_lumo_ev="-5.4 / -5.4" e_tot_ev=-17255.8799 homo_ev="-9.54 / -9.53"
C 0.176 -2.978 -0.793 0.010
C 0.586 0.401 -0.368 -0.047
N 0.896 -3.841 -1.059 -0.554
N 0.169 0.958 -1.542 0.364
O -1.058 1.009 -1.611 -0.278
O 0.964 1.265 -2.421 -0.302
I 2.585 0.141 0.131 0.544
H 0.023 -0.305 0.176 0.263

=====

Record 3
8
Properties=species:S:1:pos:R:3:nbo_charge:R:1 method="wB97M-V/def2-TZVPD" de_lowest_kj_mol=249.7 orbital_gap_ha=0.273 mol_weight_da=228.01 smiles="[S-][N+]#CI.N=C=O" e_lumo_ev=-1.1 e_tot_ev=-26051.0194 homo_ev=-8.54
S 0.687 -1.451 2.438 0.056
N -0.098 -1.791 1.167 -0.483
C -0.630 -1.458 0.149 0.103
I -0.900 -1.901 -1.809 0.315
N 0.329 1.142 0.012 -0.774
C -0.004 1.849 -0.872 0.869
O -0.359 2.472 -1.777 -0.510
H 0.975 1.137 0.691 0.423

=====

Record 4
7
Properties=species:S:1:pos:R:3:mulliken_charge:R:1 method="wB97M-V/def2-TZVPD" de_lowest_kj_mol=250.8 charge=+1 orbital_gap_ha=0.281 mol_weight_da=268.35 e_lumo_ev=-7.1 e_tot_ev=-11073.1981 homo_ev=-14.79
O 1.218 -1.184 0.126 -0.573
C 0.900 -0.233 -0.537 0.646
C 0.417 0.866 -0.987 -0.649
H 0.911 1.710 -1.456 0.407
Li -0.317 -1.482 1.512 0.924
Tl -1.538 0.599 -0.129 1.030
O -1.592 -0.276 1.472 -0.786